1.
Below is C36H43CuGeN7O3P2S as an isolated structure at a distorted geometry, with properties calculated with wB97M-V/def2-TZVPD.

Cartesian coordinates (Å):
Cu: -1.089 0.431 -0.094
C: -4.288 -0.253 0.190
Ge: -2.911 -1.090 -0.805
C: -3.156 -3.021 -0.589
C: -2.180 -3.868 -0.028
C: -2.500 -5.177 0.187
C: -3.787 -5.705 -0.120
C: -4.730 -4.882 -0.705
C: -4.406 -3.513 -0.909
C: -2.896 -0.525 -2.684
C: -3.343 0.755 -2.958
C: -3.314 1.322 -4.242
C: -2.849 0.596 -5.322
C: -2.312 -0.698 -5.087
C: -1.860 -1.460 -6.238
C: -1.459 -2.760 -6.047
C: -1.254 -3.234 -4.694
C: -1.660 -2.507 -3.601
C: -2.296 -1.241 -3.793
H: -5.281 -0.264 -0.393
H: -4.027 0.798 0.465
H: -4.465 -0.846 1.085
H: -1.218 -3.427 0.151
H: -1.768 -5.820 0.659
H: -4.036 -6.753 0.100
H: -5.705 -5.233 -0.953
H: -5.121 -2.831 -1.394
H: -3.668 1.403 -2.133
H: -3.788 2.301 -4.383
H: -2.964 0.971 -6.349
H: -1.933 -1.041 -7.248
H: -1.209 -3.391 -6.889
H: -0.735 -4.167 -4.593
H: -1.587 -2.933 -2.610
C: 5.535 0.420 0.137
N: 4.315 0.535 0.953
C: 4.388 -0.472 2.007
N: 4.613 -1.884 1.599
C: 5.805 -1.870 0.750
N: 5.735 -0.931 -0.373
C: 4.728 -1.351 -1.338
P: 2.991 -1.423 -0.693
C: 3.144 0.317 0.113
C: 3.428 -2.339 0.847
H: 6.393 0.633 0.763
H: 5.481 1.166 -0.664
H: 3.495 -0.472 2.627
H: 5.243 -0.207 2.633
H: 5.968 -2.876 0.339
H: 6.694 -1.685 1.417
H: 5.047 -2.322 -1.740
H: 4.722 -0.570 -2.150
H: 2.215 0.550 0.617
H: 3.109 1.027 -0.686
H: 3.666 -3.383 0.603
H: 2.549 -2.239 1.512
C: -1.163 -0.181 5.024
N: -1.494 1.154 4.490
C: -0.408 2.095 4.726
N: 0.939 1.631 4.269
C: 1.150 0.325 4.852
N: 0.124 -0.697 4.600
C: 0.059 -1.038 3.174
P: -0.388 0.470 2.077
C: -1.837 1.053 3.063
C: 0.910 1.582 2.804
H: -1.942 -0.879 4.709
H: -1.205 -0.129 6.140
H: -0.321 2.345 5.783
H: -0.581 3.015 4.191
H: 1.185 0.464 5.920
H: 2.110 -0.069 4.520
H: -0.658 -1.800 2.897
H: 1.036 -1.425 2.868
H: -2.636 0.305 2.944
H: -2.150 1.979 2.581
H: 0.890 2.601 2.407
H: 1.883 1.215 2.478
O: -2.017 3.522 0.952
S: -1.736 3.675 -0.454
O: -2.780 4.143 -1.345
N: -1.060 2.311 -0.965
C: 0.264 2.469 -1.276
O: 0.977 1.507 -1.561
C: 0.696 3.881 -1.136
C: 1.981 4.430 -1.289
C: 2.142 5.754 -1.048
C: 1.075 6.577 -0.655
C: -0.218 6.070 -0.562
C: -0.340 4.705 -0.760
H: 2.807 3.812 -1.620
H: 3.099 6.252 -1.181
H: 1.244 7.640 -0.525
H: -1.103 6.676 -0.340

Calculated values
Frontier orbital gap (spin up / spin down) (eV): 7.925 / 6.266
E (eV): -185169.3475
Maximum force (eV/A): 2.4
⟨S²⟩: 0.7590
Spin multiplicity: 2
E_LUMO (spin up / spin down) (Eh): 0.01300 / -0.06953

2.
Below is C36H43IrN7OSe2 as an isolated structure at a distorted geometry, with properties calculated with wB97M-V/def2-TZVPD.

Cartesian coordinates (Å):
Ir: 0.596 -0.226 0.348
C: -4.184 2.323 -4.263
C: -3.481 1.671 -3.101
C: -3.964 1.778 -1.794
C: -3.296 1.199 -0.736
C: -2.119 0.455 -0.906
N: -1.477 -0.119 0.198
C: -2.286 -0.703 1.179
C: -3.430 -1.427 0.808
C: -4.321 -1.926 1.735
C: -4.106 -1.758 3.104
C: -5.090 -2.263 4.127
C: -2.936 -1.131 3.476
C: -2.043 -0.615 2.536
N: -0.887 0.057 3.018
C: -0.782 0.735 4.169
C: 0.550 1.019 4.380
C: 1.204 0.475 3.281
N: 0.324 -0.108 2.454
C: -1.641 0.369 -2.199
C: -2.303 0.976 -3.270
N: -0.468 -0.383 -2.497
C: -0.231 -1.069 -3.627
C: 1.097 -1.447 -3.630
C: 1.605 -0.942 -2.438
N: 0.649 -0.304 -1.754
H: -5.250 2.426 -4.065
H: -4.049 1.753 -5.181
H: -3.784 3.324 -4.435
H: -4.875 2.335 -1.606
H: -3.669 1.336 0.272
H: -3.605 -1.589 -0.249
H: -5.206 -2.450 1.393
H: -6.102 -2.263 3.725
H: -5.071 -1.654 5.030
H: -4.855 -3.289 4.418
H: -2.704 -1.037 4.532
H: -1.655 0.999 4.744
H: 0.982 1.532 5.222
H: 2.257 0.462 3.060
H: -1.870 0.900 -4.263
H: -1.009 -1.253 -4.350
H: 1.622 -2.006 -4.387
H: 2.611 -0.968 -2.063
C: 4.339 -0.963 -0.464
Se: 3.113 -0.642 1.004
C: 2.911 -2.502 1.578
C: 2.112 -3.331 0.611
Se: 0.225 -2.821 0.607
C: -0.213 -3.620 -1.099
H: 5.291 -1.261 -0.032
H: 4.458 -0.038 -1.024
H: 3.969 -1.752 -1.111
H: 2.430 -2.447 2.554
H: 3.911 -2.911 1.708
H: 2.151 -4.382 0.898
H: 2.473 -3.245 -0.413
H: 0.045 -4.675 -1.042
H: 0.329 -3.131 -1.902
H: -1.285 -3.512 -1.241
C: 0.132 2.685 -0.560
C: 0.056 4.130 -0.161
C: -1.064 4.605 0.512
C: -1.166 5.951 0.841
C: -0.138 6.825 0.515
C: 0.985 6.356 -0.158
C: 1.076 5.016 -0.503
H: 0.370 2.609 -1.623
H: -0.823 2.197 -0.405
H: -1.870 3.923 0.764
H: -2.051 6.321 1.342
H: -0.223 7.875 0.765
H: 1.782 7.039 -0.425
H: 1.942 4.655 -1.050
N: 1.138 1.851 0.158
C: 2.232 2.188 0.702
N: 2.730 3.222 1.326
C: 1.973 4.161 2.179
C: 2.492 4.064 3.607
O: 3.887 4.274 3.670
C: 4.602 3.326 2.906
C: 4.189 3.382 1.444
H: 0.910 3.927 2.135
H: 2.123 5.175 1.809
H: 2.238 3.088 4.028
H: 2.031 4.844 4.209
H: 4.435 2.311 3.295
H: 5.656 3.576 3.003
H: 4.678 2.596 0.872
H: 4.461 4.352 1.026

Calculated values
Frontier orbital gap (spin up / spin down) (eV): 6.819 / 6.187
Charge: +2
E (eV): -184025.1824
Maximum force (eV/A): 1.6
⟨S²⟩: 0.7539
Spin multiplicity: 2
Relative energy (zero: lowest compared OMol25 entry of this formula, charge and spin) (eV): 0.938
E_LUMO (spin up / spin down) (Eh): -0.19319 / -0.21629